(1)
C19H32O5 | wB97M-V/def2-TZVPD

Geometry (Å):
C1 -4.91 -0.09 -0.27
C2 -5.12 0.07 -1.91
C3 -3.70 0.38 -2.71
C4 -3.55 2.00 -3.13
C5 -3.17 2.78 -1.74
C6 -2.31 4.16 -1.93
C7 -0.69 3.98 -1.93
C8 -0.09 2.92 -0.84
C9 1.23 3.49 0.00
C10 2.01 2.18 0.69
C11 0.98 0.94 1.03
C12 1.57 -0.19 2.05
C13 2.49 -1.33 1.80
C14 3.01 -1.65 0.27
C15 1.53 -2.20 -0.57
C16 1.63 -3.82 -1.18
O1 1.68 -2.46 -2.10
C17 2.79 -2.13 3.22
O2 3.70 -3.09 3.45
O3 1.79 -1.51 4.10
C18 1.15 -0.24 3.66
O4 0.39 0.63 4.37
H1 -3.81 -0.45 0.02
H2 -5.13 0.93 0.31
H3 -5.70 -0.86 0.18
H4 -5.48 -1.00 -2.30
H5 -5.96 0.85 -2.14
H6 -3.69 -0.24 -3.70
H7 -2.74 0.05 -2.09
H8 -4.63 2.29 -3.55
H9 -2.74 2.14 -3.97
H10 -2.71 1.99 -1.01
H11 -4.21 3.10 -1.25
H12 -2.62 4.91 -1.06
H13 -2.59 4.70 -2.95
H14 -0.24 5.05 -1.65
H15 -0.25 3.74 -3.01
H16 0.21 1.94 -1.46
H17 -0.91 2.71 -0.02
H18 0.90 4.16 0.93
H19 1.95 4.16 -0.65
H20 2.91 1.87 -0.02
H21 2.49 2.52 1.72
H22 0.66 0.38 0.03
H23 -0.01 1.38 1.49
H24 3.35 -0.70 -0.34
H25 3.76 -2.55 0.19
H26 0.43 -1.82 -0.11
H27 0.61 -4.36 -1.45
H28 2.67 -4.35 -1.09
C19 5.53 -6.28 3.85
O5 4.21 -6.66 3.53
H29 6.14 -7.18 3.98
H30 5.95 -5.68 3.04
H31 5.54 -5.71 4.78
H32 3.69 -5.84 3.43

Values from the calculation:
E   -30445.32370 eV
HOMO-LUMO gap   8.202 eV
HOMO energy   -10.1 eV
Net charge   0
LUMO energy   -1.88 eV

(2)
C19H33AlGe2O7P2S3 | wB97M-V/def2-TZVPD

Geometry (Å):
Al1 0.77 -3.01 1.45
C1 -1.28 2.80 1.82
C2 -0.46 1.51 1.71
Ge1 0.57 1.39 0.01
C3 2.48 1.44 0.45
C4 2.87 2.79 1.07
C5 -0.02 2.77 -1.26
C6 -0.59 2.12 -2.29
Ge2 -0.33 0.18 -1.88
C7 -1.99 -0.86 -1.71
C8 -2.89 -0.85 -2.95
C9 1.04 -0.71 -2.99
C10 0.61 -1.34 -4.31
C11 -1.23 2.76 -3.46
C12 -1.51 2.01 -4.60
C13 -2.09 2.59 -5.72
C14 -2.42 3.94 -5.71
C15 -2.17 4.69 -4.58
C16 -1.58 4.11 -3.46
H1 -1.83 2.85 2.76
H2 -2.00 2.87 1.01
H3 -0.63 3.67 1.76
H4 -1.12 0.63 1.76
H5 0.28 1.46 2.52
H6 3.06 1.24 -0.46
H7 2.69 0.63 1.15
H8 2.66 3.62 0.39
H9 3.93 2.83 1.31
H10 2.32 2.97 1.99
H11 0.04 3.85 -1.21
H12 -2.53 -0.45 -0.85
H13 -1.72 -1.88 -1.44
H14 -3.23 0.16 -3.18
H15 -3.78 -1.47 -2.79
H16 -2.38 -1.24 -3.83
H17 1.47 -1.49 -2.35
H18 1.83 0.03 -3.15
H19 -0.18 -2.08 -4.17
H20 1.45 -1.85 -4.79
H21 0.24 -0.60 -5.02
H22 -1.27 0.95 -4.61
H23 -2.30 1.98 -6.60
H24 -2.88 4.39 -6.58
H25 -2.43 5.74 -4.55
H26 -1.40 4.71 -2.58
S1 -2.12 -4.87 -0.98
C17 -1.05 -4.09 -0.06
S2 -1.42 -3.42 1.55
S3 0.61 -3.73 -0.61
C18 1.13 -2.24 6.16
C19 1.72 -2.44 4.76
O1 3.15 -2.47 4.80
P1 1.36 -4.08 4.10
O2 -0.10 -4.51 4.44
O3 2.26 -5.08 4.91
O4 1.62 -4.15 2.61
P2 1.28 -1.03 3.64
O5 -0.25 -0.85 4.01
O6 2.20 0.07 3.97
O7 1.33 -1.50 2.16
H27 1.54 -2.98 6.84
H28 0.05 -2.31 6.15
H29 1.41 -1.24 6.52
H30 3.46 -1.55 4.69
H31 -0.70 -4.54 3.67
H32 3.14 -4.71 5.07
H33 -0.68 -0.14 3.51

Values from the calculation:
E   -205292.84980 eV
HOMO-LUMO gap   8.070 eV
HOMO energy   -8.3 eV
Net charge   0
LUMO energy   -0.20 eV
Energy above the lowest of the compared OMol25 structures with the same formula, charge and spin   0.00 kcal per mole

(3)
C19H33BrN2O4ReS | wB97M-V/def2-TZVPD

Geometry (Å):
Re1 -0.24 -0.17 0.02
N1 -1.06 0.86 1.75
N2 -0.40 0.35 2.89
C1 0.47 -0.72 2.76
O1 1.08 -1.21 3.63
O2 0.54 -1.13 1.43
H1 -0.89 1.86 1.67
H2 -2.06 0.72 1.85
H3 -0.60 0.73 3.80
C2 0.42 -1.08 -7.37
C3 -0.75 -0.16 -7.00
C4 -0.55 1.20 -7.68
C5 -2.05 -0.80 -7.51
C6 -0.87 0.02 -5.49
C7 -0.15 -0.77 -4.60
C8 -0.35 -0.54 -3.26
Br1 0.60 -1.59 -1.95
C9 -1.22 0.41 -2.74
O3 -1.26 0.53 -1.37
C10 -1.97 1.19 -3.61
C11 -1.76 0.96 -4.97
C12 -3.04 2.23 -3.21
C13 -3.11 2.54 -1.71
C14 -4.40 1.67 -3.65
C15 -2.76 3.55 -3.95
H4 0.53 -1.10 -8.45
H5 0.26 -2.10 -7.04
H6 1.37 -0.71 -6.96
H7 -0.43 1.05 -8.75
H8 0.35 1.70 -7.31
H9 -1.40 1.86 -7.54
H10 -1.98 -0.97 -8.58
H11 -2.91 -0.16 -7.32
H12 -2.23 -1.77 -7.03
H13 0.53 -1.55 -4.94
H14 -2.34 1.54 -5.67
H15 -3.42 1.66 -1.14
H16 -3.86 3.31 -1.56
H17 -2.16 2.91 -1.33
H18 -4.61 0.71 -3.16
H19 -4.45 1.51 -4.73
H20 -5.20 2.37 -3.38
H21 -1.76 3.93 -3.71
H22 -3.49 4.30 -3.64
H23 -2.84 3.46 -5.03
C16 2.96 4.13 -1.77
C17 2.60 3.30 -0.54
S1 2.11 1.64 -1.06
O4 1.06 1.27 0.08
C18 3.58 0.67 -0.68
C19 3.90 0.54 0.81
H24 3.35 5.09 -1.44
H25 2.10 4.30 -2.40
H26 3.74 3.65 -2.37
H27 1.74 3.69 -0.01
H28 3.44 3.20 0.16
H29 4.38 1.18 -1.24
H30 3.41 -0.30 -1.14
H31 4.20 1.48 1.26
H32 4.72 -0.16 0.92
H33 3.05 0.15 1.37

Values from the calculation:
E   -114399.66291 eV
HOMO-LUMO gap (alpha / beta)   6.636 / 6.031 eV
HOMO energy (alpha / beta)   -14.6 / -14.6 eV
Net charge   +2
LUMO energy (alpha / beta)   -7.99 / -8.57 eV
2S+1   2
Energy above the lowest of the compared OMol25 structures with the same formula, charge and spin   0.00 kcal per mole